Molecular formula: C9H7Cl5N3O4Os
Method: DFT, ωB97M-V/def2-TZVPD

Calculated values
F_max	0.45	eV Å⁻¹
gap between HOMO and LUMO (alpha / beta)	8.08 / 7.44	eV
E_HOMO (alpha / beta)	-11.7 / -13.0	eV
net charge	+1
spin multiplicity	5

Last column: Löwdin charge in e.
CARTESIAN COORDINATES (ANGSTROEM)
Os: -1.39740 -0.74825 -0.60414  1.4945
N: 1.96227 -1.10774 0.47909  0.1114
N: 1.74635 0.20181 -0.05536  -0.0747
C: -0.12388 1.23857 0.58979  -0.6075
O: -0.09204 2.63665 0.29764  0.0236
O: -1.19986 0.73590 1.11197  -0.1061
H: 2.73457 -1.04448 1.14048  0.0814
H: 2.24736 -1.70144 -0.29613  0.1215
H: 2.50110 0.51114 -0.67981  0.1943
N: -1.32120 -2.04584 1.03488  -0.0847
C: -2.55140 -2.88927 1.12278  -0.0873
C: -3.45319 -2.70626 -0.10023  -0.5909
O: -4.41579 -3.38433 -0.27568  0.1493
O: -3.02780 -1.77674 -0.96969  -0.2545
H: -0.47289 -2.60324 1.04133  0.1022
H: -1.25346 -1.40136 1.82312  0.1051
H: -3.11713 -2.61976 2.01232  0.1418
H: -2.28364 -3.94059 1.20772  0.1389
Cl: -1.20906 0.64782 -2.67595  0.7892
C: 0.32935 1.09961 -1.90890  -0.5812
C: 0.37439 0.37562 -0.66381  -0.4274
C: 1.39982 1.25055 0.98256  -0.6405
Cl: 2.15775 1.06002 2.50995  0.8216
C: 1.32767 2.67876 0.27652  -0.7831
Cl: 1.94166 3.96669 1.28533  0.7813
C: 1.82577 2.78718 -1.16573  -0.6532
Cl: 3.20073 3.70935 -1.51779  0.7806
C: 1.07019 2.21739 -2.20738  -0.7220
Cl: 1.09974 2.85223 -3.79492  0.7764

***

Molecular formula: C9H7ClN3O2
Method: DFT, ωB97M-V/def2-TZVPD

Calculated values
F_max	4.59	eV Å⁻¹
gap between HOMO and LUMO	8.66	eV
E_HOMO	-5.4	eV
net charge	-1
spin multiplicity	1
ΔE to the lowest compared entry with this formula, charge and spin	0.00	kcal per mole

Last column: Löwdin charge in e.
CARTESIAN COORDINATES (ANGSTROEM)
C: 1.36199 3.03022 -1.28093  -0.0936
C: 2.53548 2.76435 -0.67478  -0.2179
C: 0.53196 1.97460 -0.90248  -0.0717
C: -0.24614 -1.96948 2.35884  -0.0915
C: -1.13125 -1.46434 1.37632  -0.0871
C: 1.07523 -1.54011 2.45360  -0.1448
C: -3.08866 -1.94548 -2.32474  -0.8994
C: -0.67266 -0.54370 0.51339  -0.0530
C: 0.61510 -0.02959 0.75860  -0.1449
N: 2.48234 1.70780 0.13597  0.0459
N: 1.44253 -0.55378 1.60909  0.0925
N: 1.23831 1.29602 0.03428  -0.0701
O: -3.85991 -1.53906 -1.52755  0.0126
O: -2.78690 -2.78299 -3.10002  -0.0225
Cl: -1.54161 -0.52409 -2.73386  0.1547
H: 1.30930 3.75369 -2.05583  0.0801
H: 3.44840 3.31486 -0.69276  0.0857
H: -0.43138 1.74608 -1.13686  0.0488
H: -0.71878 -2.67765 3.16362  0.1226
H: -2.17869 -1.69801 1.44347  0.1081
H: 1.88829 -2.05595 3.02345  0.1101
H: -1.27292 -0.26336 -0.44084  0.0355

***

Molecular formula: C9H7FS
Method: DFT, ωB97M-V/def2-TZVPD

Calculated values
F_max	4.26	eV Å⁻¹
gap between HOMO and LUMO	8.07	eV
E_HOMO	-7.6	eV
structure (SMILES)	Cc1csc2c1=C1C[C@H](F)C=21
spin multiplicity	1
ΔE to the lowest compared entry with this formula, charge and spin	0.00	kcal per mole

Last column: Löwdin charge in e.
CARTESIAN COORDINATES (ANGSTROEM)
C: 3.11427 0.41681 0.15308  -0.0550
C: 1.82722 -0.45398 0.22227  -0.3261
C: 1.92877 -1.84231 0.28097  -0.3652
S: 0.38887 -2.68636 0.07304  1.0285
C: -0.35628 -1.16556 -0.08475  -0.4885
C: 0.46434 -0.08840 0.04727  -0.0828
C: -1.01262 0.82020 -0.06313  0.0373
C: -2.33843 1.59443 0.00640  -0.0373
C: -2.99877 0.13031 -0.37022  -0.2768
F: -3.90957 -0.36321 0.51222  0.0210
C: -1.64977 -0.34811 -0.29539  -0.1272
H: 3.98761 0.00712 0.77020  0.0901
H: 3.43559 0.47283 -0.93844  0.0972
H: 2.84811 1.32682 0.71773  0.0696
H: 2.80533 -2.41067 0.13404  0.0492
H: -2.57703 1.99424 1.02132  0.1130
H: -2.56715 2.36190 -0.77675  0.1013
H: -3.39049 0.23393 -1.40985  0.1517

***

Molecular formula: C9H7N
Method: DFT, ωB97M-V/def2-TZVPD

Calculated values
F_max	3.77	eV Å⁻¹
gap between HOMO and LUMO	7.80	eV
E_HOMO	-8.2	eV
structure (SMILES)	C#C/C=C\C(=C)C=C=C=N
spin multiplicity	1
ΔE to the lowest compared entry with this formula, charge and spin	136.32	kcal per mole

Last column: Löwdin charge in e.
CARTESIAN COORDINATES (ANGSTROEM)
C: -1.86678 -1.57317 0.92717  0.1074
C: -0.68337 -1.63935 0.71608  -0.1404
C: 0.52726 -1.76568 0.03459  -0.0984
C: 1.42036 -0.83303 -0.30832  -0.0785
C: 1.46003 0.58823 -0.10899  -0.3337
C: 2.65854 1.16942 -0.18823  0.0756
C: 0.24601 1.33166 0.28836  -0.0490
C: -0.96241 0.80488 0.09526  -0.0428
C: -2.29144 0.86259 0.01971  -0.1835
N: -3.42168 0.98994 -0.44863  0.1515
H: -2.85287 -1.30783 1.15289  0.0341
H: 0.66046 -2.73210 -0.42125  0.1121
H: 2.29234 -1.12173 -0.86444  0.0965
H: 2.91387 2.20475 -0.13293  0.0569
H: 3.47192 0.42191 -0.63836  0.1118
H: 0.31173 2.34448 0.77825  0.1324
H: -3.88397 0.25502 -0.90115  0.0478

***

Molecular formula: C9H7N3O2
Method: DFT, ωB97M-V/def2-TZVPD

Calculated values
F_max	4.60	eV Å⁻¹
gap between HOMO and LUMO (alpha / beta)	8.02 / 8.02	eV
E_HOMO (alpha / beta)	-7.8 / -7.8	eV
spin multiplicity	1
ΔE to the lowest compared entry with this formula, charge and spin	18.97	kcal per mole

Last column: Löwdin charge in e.
CARTESIAN COORDINATES (ANGSTROEM)
C: -1.40814 -1.50668 -0.49222  -0.0975
C: -3.29333 -0.48096 0.08606  -0.1674
C: -0.65342 -0.35405 -0.13650  -0.0916
C: -1.46082 0.76736 0.11176  -0.2979
C: 1.55493 -0.16566 1.16146  -0.0178
C: 2.83690 -0.46617 0.80156  -0.0580
C: 0.47242 2.08520 -0.11648  -0.2725
C: 1.68496 -0.71068 -1.14341  -0.1736
C: 0.79375 -0.08560 -0.14482  -0.1703
N: -2.68738 -1.56178 -0.43693  0.0786
N: -2.72705 0.69618 0.35184  0.1473
N: -0.80230 1.98359 0.24059  0.1285
O: 1.22618 3.01428 -0.27248  0.0853
O: 2.94561 -0.73960 -0.58542  -0.0656
H: -0.78029 -2.38620 -0.69082  0.1237
H: -4.32803 -0.61855 0.39274  0.1118
H: 1.23988 0.12997 2.17693  0.1263
H: 3.59512 -0.58887 1.57653  0.1225
H: 1.20651 -1.65293 -1.29015  0.1111
H: 1.91502 -0.23953 -2.13568  0.1635
H: -1.33055 2.88068 0.54546  0.2134

***

Molecular formula: C9H7N3O5V
Method: DFT, ωB97M-V/def2-TZVPD

Calculated values
F_max	11.46	eV Å⁻¹
gap between HOMO and LUMO (alpha / beta)	4.16 / 4.30	eV
E_HOMO (alpha / beta)	-20.4 / -20.3	eV
net charge	+3
spin multiplicity	3

Last column: Löwdin charge in e.
CARTESIAN COORDINATES (ANGSTROEM)
V: 0.00000 0.00000 0.00000  0.7029
O: 1.85732 -0.03276 2.30440  0.3538
C: 1.13470 -0.02008 1.40779  -0.0153
C: -1.66137 -0.69372 0.16804  -0.0252
O: -2.71953 -1.13551 0.27506  0.3605
C: 0.52608 0.71361 -1.57597  -0.0038
O: 0.86097 1.16839 -2.57955  0.3654
C: 0.62218 -1.61783 -0.52430  -0.0715
O: 1.01650 -2.64383 -0.85660  0.3607
C: -1.69528 2.99670 4.45788  0.0537
N: -1.75955 2.77976 3.00570  0.0040
C: -2.49411 3.62503 2.23957  0.1023
C: -2.58891 3.42202 0.87951  0.0742
C: -1.90924 2.35609 0.28858  -0.2636
N: -1.11517 1.51497 1.04543  0.0939
C: -1.07728 1.72513 2.42649  -0.4192
O: -0.45938 0.96918 3.15208  0.1570
N: -2.08689 2.16822 -1.10623  0.1903
H: -0.64104 3.16249 4.76653  0.1344
H: -2.09639 2.10779 4.98929  0.1343
H: -2.28782 3.88292 4.77348  0.1314
H: -3.03096 4.45651 2.68163  0.1776
H: -3.20023 4.08955 0.28432  0.1554
H: -2.65750 2.82997 -1.65327  0.1664
H: -1.79054 1.31526 -1.58441  0.0804

***

Molecular formula: C9H7N5O4Os
Method: DFT, ωB97M-V/def2-TZVPD

Calculated values
F_max	0.95	eV Å⁻¹
gap between HOMO and LUMO (alpha / beta)	9.31 / 7.00	eV
E_HOMO (alpha / beta)	-16.8 / -17.2	eV
net charge	+2
spin multiplicity	5

Last column: Löwdin charge in e.
CARTESIAN COORDINATES (ANGSTROEM)
Os: 0.08956 0.19458 -0.42402  1.9007
O: -0.27180 -3.46234 -1.98059  0.2352
C: -0.09194 -2.31475 -1.78759  -0.4666
O: -0.24665 -1.69927 -0.56218  -0.2183
C: 0.35769 -1.33226 -2.84344  -0.1346
C: 0.63700 -1.57093 -4.16431  0.0835
C: 1.03225 -0.48549 -4.95290  0.0647
C: 1.14166 0.80172 -4.41848  0.0840
C: 0.85273 0.96796 -3.08823  -0.1333
N: 0.47332 -0.08772 -2.34745  -0.0763
C: 0.90195 2.23400 -2.26600  -0.4677
O: 1.19670 3.29011 -2.69468  0.2378
O: 0.56830 1.98750 -0.95241  -0.2127
H: 0.54633 -2.57347 -4.56030  0.1530
H: 1.25867 -0.64533 -5.99916  0.1430
H: 1.44293 1.65290 -5.01434  0.1534
N: -0.35950 -0.56610 5.75989  0.2521
C: -1.04385 0.33210 5.08045  -0.3929
N: -2.02769 1.02309 5.61758  0.2523
N: -0.71883 0.58374 3.80112  0.2349
C: -0.49787 0.45640 2.62840  -0.2116
N: -0.27360 0.41513 1.44860  -0.0902
H: -0.53494 -0.73233 6.74046  0.1528
H: 0.38860 -1.08325 5.32571  0.1504
H: -2.31501 0.88497 6.57555  0.1533
H: -2.50600 1.72901 5.07832  0.1530

***

Molecular formula: C9H7NO
Method: DFT, ωB97M-V/def2-TZVPD

Calculated values
F_max	3.77	eV Å⁻¹
gap between HOMO and LUMO (alpha / beta)	5.64 / 5.64	eV
E_HOMO (alpha / beta)	-8.1 / -8.1	eV
spin multiplicity	1
ΔE to the lowest compared entry with this formula, charge and spin	147.40	kcal per mole

Last column: Löwdin charge in e.
CARTESIAN COORDINATES (ANGSTROEM)
C: -2.49044 -1.74098 0.17492  -0.4129
C: 2.53143 -0.83017 0.27379  -0.0051
C: 2.01997 -0.44650 -1.02513  -0.0576
C: 1.79792 -0.48857 1.44006  -0.0456
C: 0.77431 0.06378 -1.13789  -0.0078
C: 0.59902 0.22210 1.32836  0.0313
C: 0.09954 0.52549 0.03226  -0.1707
C: -2.34491 1.52057 -0.78771  -0.0203
C: -1.20731 1.02025 -0.05875  -0.1080
N: -2.91695 -2.65902 0.71265  -0.1971
O: -2.19715 1.60474 0.66620  0.1140
H: 3.50203 -1.33650 0.48877  0.1230
H: 2.62441 -0.74463 -1.95178  0.1390
H: 2.30476 -0.79513 2.34494  0.1073
H: 0.48934 0.15711 -2.13663  0.1110
H: -0.08533 0.39651 2.19544  0.1516
H: -2.30975 2.49803 -1.24570  0.1126
H: -3.19089 1.03290 -1.31380  0.1355

***

Molecular formula: C9H7NO4S
Method: DFT, ωB97M-V/def2-TZVPD

Calculated values
F_max	3.99	eV Å⁻¹
gap between HOMO and LUMO	8.97	eV
E_HOMO	-8.6	eV
spin multiplicity	1
ΔE to the lowest compared entry with this formula, charge and spin	12.87	kcal per mole

Last column: Löwdin charge in e.
CARTESIAN COORDINATES (ANGSTROEM)
C: 0.81540 -2.27987 -2.01108  -0.0795
C: 1.42721 -2.69705 -0.83983  -0.0749
C: 0.07288 -1.11669 -2.00339  -0.0314
C: 1.28430 -1.94977 0.30868  -0.0193
C: -0.09587 -0.34551 -0.85132  -0.1251
C: 0.52522 -0.77521 0.33314  -0.1718
C: -1.24254 1.51131 0.89226  -0.0391
C: -0.36270 0.95915 1.73641  -0.4919
C: -0.91539 0.88890 -1.07078  -0.1558
N: 0.45185 -0.10276 1.54419  0.1464
O: -0.41356 1.64097 2.91047  -0.0957
O: -2.76407 2.79469 2.75795  -0.2555
O: -0.80129 3.99270 1.90363  -0.2641
O: -0.35252 1.91598 -1.73718  0.0401
S: -1.50447 2.76939 2.10322  0.7431
H: 0.90779 -2.85794 -2.91703  0.1049
H: 2.01134 -3.60345 -0.82096  0.1078
H: -0.40263 -0.78253 -2.91392  0.1230
H: 1.76035 -2.27603 1.22250  0.1136
H: -1.92932 0.72791 -1.41542  0.1321
H: 0.96532 -0.47173 2.33077  0.1632
H: 0.56272 2.05755 -1.46229  0.1300

***

Molecular formula: C9H7NS
Method: DFT, ωB97M-V/def2-TZVPD

Calculated values
F_max	4.80	eV Å⁻¹
gap between HOMO and LUMO	8.04	eV
E_HOMO	-8.6	eV
structure (SMILES)	S=C[C@]1(c2ccccc2)C=N1
spin multiplicity	1
ΔE to the lowest compared entry with this formula, charge and spin	87.15	kcal per mole

Last column: Löwdin charge in e.
CARTESIAN COORDINATES (ANGSTROEM)
S: 2.29084 2.10893 0.25648  0.6971
C: 2.65269 0.53442 -0.01971  -0.5896
C: 1.71620 -0.56241 -0.05476  -0.4462
C: 0.05808 -0.12744 -0.02214  -0.1619
C: -0.51939 0.51190 1.08200  -0.0589
C: -1.89619 0.82126 0.91419  -0.1242
C: -2.66304 0.66122 -0.18906  -0.1178
C: -2.01254 0.14689 -1.32006  -0.0635
C: -0.70900 -0.41035 -1.12495  -0.0560
C: 2.11166 -1.86036 0.48351  -0.0143
N: 1.98569 -1.81455 -0.76647  0.1933
H: 3.75605 0.25027 0.06267  0.0807
H: -0.10701 0.91325 1.99291  0.0979
H: -2.39767 1.18315 1.79774  0.0950
H: -3.80136 0.91787 -0.28883  0.1413
H: -2.53906 0.10264 -2.27975  0.1011
H: -0.20564 -0.93671 -1.91024  0.0961
H: 2.27970 -2.43997 1.38647  0.1299

***

Molecular formula: C9H7NS2
Method: DFT, ωB97M-V/def2-TZVPD

Calculated values
F_max	4.49	eV Å⁻¹
gap between HOMO and LUMO	8.14	eV
E_HOMO	-8.3	eV
structure (SMILES)	[H]/N=c1\cc(-c2ccccc2)ss1
spin multiplicity	1
ΔE to the lowest compared entry with this formula, charge and spin	24.74	kcal per mole

Last column: Löwdin charge in e.
CARTESIAN COORDINATES (ANGSTROEM)
H: -1.41090 0.45202 -3.38484  0.0373
N: -2.05101 0.90861 -2.75332  0.0547
C: -1.90202 0.86367 -1.45444  -0.7544
C: -0.86261 0.05700 -0.88771  -0.1391
C: -0.99697 -0.16661 0.47492  -0.5109
C: 0.19467 -0.68859 1.17551  -0.2806
C: -0.06894 -1.37528 2.40486  -0.0492
C: 1.01651 -1.65389 3.21782  -0.0658
C: 2.36176 -1.39538 2.79457  -0.0935
C: 2.60002 -0.68066 1.66719  -0.0851
C: 1.48071 -0.37923 0.87369  -0.0517
S: -2.31177 0.69309 1.35642  0.6045
S: -2.86385 1.82549 -0.29575  0.6253
H: -0.03090 -0.23009 -1.52986  0.1209
H: -1.08105 -1.75958 2.75353  0.1337
H: 0.88996 -2.02319 4.20357  0.0879
H: 3.18009 -1.49226 3.45673  0.0883
H: 3.69313 -0.40421 1.55288  0.1311
H: 1.53137 0.20794 -0.15024  0.1466

***

Molecular formula: C9H8BrN
Method: DFT, ωB97M-V/def2-TZVPD

Calculated values
F_max	4.12	eV Å⁻¹
gap between HOMO and LUMO	9.55	eV
E_HOMO	-9.4	eV
structure (SMILES)	C=C(Br)C(=C)c1ccncc1
spin multiplicity	1
ΔE to the lowest compared entry with this formula, charge and spin	34.62	kcal per mole

Last column: Löwdin charge in e.
CARTESIAN COORDINATES (ANGSTROEM)
C: 2.53050 1.83627 -0.77964  -0.0363
C: 1.89795 0.81559 -0.23338  -0.6070
Br: 2.86968 -0.86734 0.13758  0.6779
C: 0.43145 0.79266 0.31413  -0.3167
C: -0.12983 1.93646 0.75344  0.0966
C: -0.28296 -0.42520 0.23945  -0.2953
C: -1.14555 -0.82813 1.25337  -0.0046
C: -1.90943 -1.95280 0.98690  -0.1545
N: -2.05642 -2.50563 -0.19653  0.0507
C: -1.42102 -1.96340 -1.24485  -0.1058
C: -0.50961 -0.90854 -1.04739  -0.0116
H: 3.46483 2.05577 -1.28386  0.0706
H: 2.05453 2.79174 -0.83871  0.0534
H: 0.44224 2.87233 0.77180  0.0699
H: -1.14403 2.08714 1.10769  0.0766
H: -0.96303 -0.66670 2.27646  0.1062
H: -2.61199 -2.23940 1.74231  0.1005
H: -1.54939 -2.52048 -2.18945  0.1124
H: 0.03210 -0.31035 -1.76930  0.1169